1.
{"formula": "C29H61N3O10S7", "method": "ωB97M-V/def2-TZVPD", "relative_energy_kcal_mol": 0.00, "species": ["S", "S", "S", "S", "S", "S", "S", "O", "O", "O", "O", "O", "O", "O", "O", "O", "O", "N", "N", "N", "C", "C", "C", "C", "C", "C", "C", "C", "C", "C", "C", "C", "C", "C", "C", "C", "C", "C", "C", "C", "C", "C", "C", "C", "C", "C", "C", "C", "C", "H", "H", "H", "H", "H", "H", "H", "H", "H", "H", "H", "H", "H", "H", "H", "H", "H", "H", "H", "H", "H", "H", "H", "H", "H", "H", "H", "H", "H", "H", "H", "H", "H", "H", "H", "H", "H", "H", "H", "H", "H", "H", "H", "H", "H", "H", "H", "H", "H", "H", "H", "H", "H", "H", "H", "H", "H", "H", "H", "H", "H"], "coordinates": [[3.98648, -0.31721, 0.09779], [1.65553, -3.12150, 3.63760], [1.82310, -0.73722, -5.60963], [1.85504, 5.04441, -0.96993], [-0.24892, -5.67301, -1.28429], [-2.02105, 0.72478, 4.83699], [-3.69311, -3.94791, 1.82431], [3.19692, 5.42316, -0.47312], [-1.96894, 0.65365, 3.30039], [4.01263, -1.26536, -1.04368], [0.04991, -5.67154, 0.15029], [-1.00731, 4.15339, -1.92447], [-3.55839, -4.84113, 0.64793], [-1.71223, 2.63645, -3.38287], [0.66020, -1.55186, -6.09874], [0.75916, -1.91895, 3.78437], [-3.24402, 3.92305, -2.46058], [2.26517, 2.25431, 2.13979], [-0.51624, 1.03057, 0.89931], [-2.85492, 0.36197, -1.38283], [-0.04722, -0.17511, 0.54615], [2.37399, 1.13056, 2.95907], [0.56043, -0.04042, -0.70684], [-3.65381, -0.37684, -2.18697], [0.30680, 1.35125, -1.11891], [3.20219, 3.21178, 2.40207], [3.21829, -1.92586, -5.50135], [2.04143, 4.70710, -2.70895], [-2.85407, 2.48683, -4.26468], [-1.46879, -6.98416, -1.44281], [5.60679, -0.27784, 0.91062], [-0.37934, 2.00429, -0.12670], [-4.96788, 0.02874, -1.97216], [-4.58236, -2.49221, 1.26359], [0.97279, 6.66683, -1.08808], [-2.08191, 2.54205, 5.32660], [-4.90951, 0.90705, -0.88682], [-3.95630, 3.10842, -3.36697], [-1.91691, 3.66645, -2.56730], [0.74955, -4.63664, 4.32901], [-2.07247, -2.94319, 2.01937], [-1.40263, -4.26748, -1.76667], [3.91932, 2.78022, 3.47792], [-0.27924, 0.43093, 5.32988], [-3.59868, 1.05129, -0.48111], [1.52209, -0.69743, -3.83239], [3.39365, 1.48571, 3.81637], [4.07117, 1.43724, -0.55576], [1.70002, -3.70684, 1.88292], [-5.76911, 1.29915, -0.40945], [3.74313, 0.82876, 4.58029], [-0.68251, 1.16685, 1.89734], [-1.82236, 0.32433, -1.32300], [0.72609, 6.88376, -0.05053], [1.59718, 7.45020, -1.45275], [-4.29337, -2.26395, 0.21255], [3.13905, 1.54092, -1.14733], [1.71888, 2.18048, 1.27444], [-0.09587, -0.55277, 4.88934], [1.35627, -5.51983, 4.42496], [-0.59759, 3.04447, -0.06582], [2.52003, 5.57945, -3.12357], [-1.78150, -2.93173, 3.04974], [-5.84022, -0.19182, -2.52122], [3.84557, -1.66388, -4.67645], [1.79046, 0.21151, 2.82580], [2.41317, -0.49133, -3.28380], [-2.18128, 2.74517, 6.41129], [-1.20347, 3.05237, 4.97748], [-2.27361, -1.93546, 1.68323], [5.94930, -1.28486, 1.19449], [4.75101, 3.21387, 3.93080], [3.65659, -1.91394, -6.50544], [4.21397, 2.08323, 0.35864], [-3.25543, -1.09813, -2.87718], [-0.03354, -4.79203, 3.62913], [-2.76336, 2.96203, -5.20247], [4.89686, 1.48301, -1.25875], [6.40368, 0.32521, 0.45370], [0.68521, -4.02592, 1.56080], [-1.46630, -4.30992, -2.84914], [2.67552, 3.84456, -2.83397], [-1.39116, -3.48079, 1.36997], [0.57153, 1.70669, -2.12926], [-3.15523, 1.58586, 0.36023], [-0.09848, 0.40121, 6.38369], [0.31951, -4.36514, 5.30478], [-2.93413, 2.95350, 4.77151], [2.44222, -4.48447, 1.94281], [-4.62425, 3.79807, -3.84235], [-2.32206, -4.42413, -1.26967], [-0.96362, -7.84083, -1.03902], [2.75633, -2.92492, -5.22826], [-2.17157, -6.76537, -0.69372], [0.08400, 6.60038, -1.74625], [5.28864, 0.24673, 1.82425], [-1.95407, -7.12277, -2.39309], [1.03132, -0.84265, -1.20977], [0.43478, 1.18526, 4.90075], [-5.64430, -2.78547, 1.31054], [-2.96274, 1.45717, -4.39587], [-0.06312, -1.07982, 1.18384], [0.62095, -0.05758, -3.66397], [2.03811, -2.96948, 1.19983], [1.30051, -1.76359, -3.58263], [-4.49763, 2.41323, -2.72217], [3.38986, 4.08156, 1.76679], [-0.99704, -3.33401, -1.36805], [1.02940, 4.55637, -3.10154], [-4.45665, -1.62155, 1.91573]], "forces_ev_per_a": [[0.3, 0.7, -0.1], [0.3, -0.6, 0.0], [-0.3, -1.2, 0.6], [-0.7, 0.8, 0.1], [-0.6, 0.6, -2.2], [1.3, 1.1, -0.6], [1.3, 1.4, 0.6], [0.8, -0.1, 0.4], [-0.2, 0.4, 1.8], [0.0, 0.0, -0.5], [0.1, 0.4, 1.4], [-1.6, 0.2, -0.9], [0.1, -0.2, -0.3], [0.2, 0.2, -1.6], [0.3, 0.5, -0.3], [0.0, -0.9, -0.4], [2.1, 1.1, 0.5], [-1.4, -1.2, -1.6], [-0.6, 1.5, 0.6], [1.6, -0.7, 1.1], [1.7, -0.7, -1.5], [1.0, 1.8, -0.1], [-1.7, 1.6, 1.0], [-0.8, 0.4, -1.1], [0.7, -1.6, -1.0], [0.2, 0.1, -0.2], [-1.6, -0.8, -0.3], [-0.7, 0.4, 0.0], [-0.7, 0.5, 2.5], [0.6, 0.2, 0.2], [-0.2, 0.5, 0.8], [1.3, -2.4, 1.0], [1.6, -0.3, 0.3], [-1.1, -0.1, -0.5], [-0.9, -1.2, -0.2], [-0.7, -0.5, -0.3], [0.0, 0.1, 0.9], [-0.2, -0.5, 0.1], [0.5, -0.2, 1.6], [0.1, 1.7, 0.1], [-1.4, -1.0, -0.6], [1.5, -0.7, 0.6], [-1.2, -1.8, -0.2], [0.0, 0.4, -1.2], [-0.6, 0.7, -0.1], [-1.1, -1.0, -0.4], [0.0, -0.5, 0.1], [-0.2, -1.0, 0.7], [-1.6, -0.2, 1.4], [-0.5, 0.5, 0.4], [0.3, -0.1, 0.5], [-0.8, 0.4, -0.3], [-0.9, -0.2, -0.1], [-0.3, 0.0, -0.1], [0.9, 0.3, -0.3], [-0.1, -0.1, 0.7], [0.3, 0.4, 0.8], [0.3, 0.5, 0.5], [0.2, 0.2, 0.2], [0.5, -0.1, -0.1], [-0.4, 0.2, 0.4], [0.2, 0.3, -0.4], [0.3, -0.1, 0.5], [-0.6, -0.6, -0.4], [0.8, 0.4, 0.1], [0.2, 0.7, 0.1], [0.5, 0.9, 0.5], [-0.1, -0.6, -0.6], [0.6, 0.0, -0.3], [0.2, 0.2, -0.1], [-0.3, 0.3, -0.3], [1.0, 0.8, 0.6], [0.3, -0.3, 0.5], [-0.4, -0.4, -1.3], [0.1, 0.1, -0.2], [-0.8, -0.4, -0.5], [0.6, 0.8, -0.9], [0.3, 0.1, 0.1], [-0.4, -0.4, -0.3], [0.9, -0.2, 0.3], [0.0, 0.2, -0.1], [0.1, -0.4, 0.0], [0.3, 0.0, 0.0], [-0.2, 0.1, 0.9], [-0.2, -0.2, -0.5], [-0.4, 0.0, 0.8], [0.3, 0.1, -0.4], [0.1, -0.1, 0.3], [0.0, -0.7, -0.3], [-0.5, -0.1, -0.7], [-1.2, -0.3, 0.4], [0.4, -0.7, -0.4], [0.4, 1.1, -0.6], [-1.3, 0.6, 0.9], [0.3, -0.2, 0.7], [0.4, -0.1, 0.1], [0.2, 0.0, -0.5], [0.4, -0.4, -0.6], [-0.9, -0.6, 0.1], [0.3, 0.2, -0.3], [-0.4, -1.6, -0.3], [-0.1, 1.1, -0.2], [1.0, -0.5, 0.1], [0.5, 1.1, -0.3], [-0.2, 0.8, -0.2], [0.0, -0.3, -0.6], [-0.5, -0.3, 0.2], [0.3, -0.1, -0.4], [0.4, -0.1, -0.1], [0.2, -0.3, -0.1]]}

***

2.
{"formula": "C29H62Cl12OS", "method": "ωB97M-V/def2-TZVPD", "relative_energy_kcal_mol": 10.57, "species": ["Cl", "Cl", "Cl", "Cl", "Cl", "Cl", "Cl", "Cl", "Cl", "Cl", "Cl", "Cl", "S", "O", "C", "C", "C", "C", "C", "C", "C", "C", "C", "C", "C", "C", "C", "C", "C", "C", "C", "C", "C", "C", "C", "C", "C", "C", "C", "C", "C", "C", "C", "H", "H", "H", "H", "H", "H", "H", "H", "H", "H", "H", "H", "H", "H", "H", "H", "H", "H", "H", "H", "H", "H", "H", "H", "H", "H", "H", "H", "H", "H", "H", "H", "H", "H", "H", "H", "H", "H", "H", "H", "H", "H", "H", "H", "H", "H", "H", "H", "H", "H", "H", "H", "H", "H", "H", "H", "H", "H", "H", "H", "H", "H"], "coordinates": [[-3.92285, -1.22901, -9.79664], [1.99827, 6.71433, -7.59177], [-0.75876, -10.81270, 4.37471], [-4.86922, -3.90774, -10.11264], [2.81972, 9.02998, -6.00848], [-1.26921, -13.67740, 4.38075], [4.70822, 7.85806, -7.60355], [-2.25433, -3.50373, -9.02243], [-0.49725, -12.49432, 1.79839], [-4.63167, -2.77484, -7.33209], [3.70237, 6.43609, -5.21364], [-3.01715, -11.92483, 3.04008], [-0.28977, 4.96899, 3.72655], [-1.26383, 4.32345, 2.68876], [0.73381, 6.30760, 12.46064], [6.01172, -9.69346, -4.27553], [0.13110, -1.68111, 2.07205], [6.71883, -8.02651, -0.42453], [-6.18969, 6.70344, -11.01200], [-0.31409, -0.68457, -0.39032], [-0.37867, 0.39426, -2.60672], [5.29902, -7.51110, -0.66632], [-7.03748, 3.27713, -5.41797], [-1.48115, 6.07692, 4.63377], [-6.67302, 5.36476, -8.74078], [1.14093, 4.93620, 12.94139], [1.61243, 1.18375, 10.15540], [-3.89407, -2.85037, -9.04024], [0.18618, -2.89878, 2.82113], [1.91304, 2.46266, 12.31335], [-0.12817, -0.96679, -1.93078], [5.21534, -7.53720, -3.35463], [3.27484, 7.47939, -6.62298], [0.62173, 6.22331, 2.69104], [-6.24415, 4.84160, -7.37361], [1.39006, 3.89254, 11.81528], [2.56272, 1.64034, 11.24312], [-5.65591, 6.20093, -9.61586], [6.47377, -8.25481, -3.93721], [0.32513, -1.78858, 0.55646], [-7.28840, 3.82767, -6.82628], [4.74288, -8.14389, -1.93517], [-1.34769, -12.22430, 3.39929], [-0.25052, 6.38416, 11.99878], [1.21931, 6.93067, 3.26605], [1.96820, 0.56156, 9.33418], [-0.57513, -3.62325, 2.53193], [-0.27946, 0.22462, -3.67885], [6.57711, -7.79595, -4.92051], [0.32751, 1.15757, -2.27997], [1.48876, 6.81864, 11.86318], [5.21607, -6.45729, -3.20664], [4.68747, -7.63684, 0.22717], [0.52239, 4.43041, 13.68280], [-4.83106, 5.51921, -9.82319], [-1.02410, 7.03920, 4.86446], [0.65526, 6.90578, 13.36845], [2.08016, 5.10192, 13.46913], [1.15166, 2.06477, 9.70865], [4.95360, -9.21299, -1.90837], [-6.13153, 5.72002, -6.73814], [0.19603, 0.24229, -0.12804], [0.45637, 3.72788, 11.27752], [1.22264, 5.62232, 2.00852], [-1.72371, 5.73564, 5.64014], [-0.70484, -1.12411, 2.49520], [-1.37731, -0.58469, -0.17193], [-6.38851, 5.81417, -11.61012], [-1.40227, 0.68918, -2.37568], [0.90178, -1.24015, -2.16010], [2.63509, 2.76307, 13.07263], [5.23250, -9.74067, -5.03625], [-5.18318, 7.07999, -9.17781], [-0.00530, 6.92315, 2.13863], [-7.13138, 7.23583, -10.87823], [6.89471, -10.20262, -4.66178], [-7.28558, 2.97299, -7.50274], [4.47302, -7.59903, -4.15040], [1.14417, 1.92572, 12.86892], [-7.24324, 2.21951, -5.25301], [7.28230, -8.24686, -3.20626], [2.06937, 4.23359, 11.03405], [-7.53669, 6.02259, -8.64364], [-7.84217, 3.64074, -4.77896], [6.85437, -9.08391, -0.65173], [-6.02766, 3.39772, -5.02574], [-8.31209, 4.19365, -6.74743], [0.88054, 0.53426, 10.63561], [0.97462, -1.12214, 2.47718], [1.34237, -2.03046, 0.24855], [5.38620, -6.45750, -0.93170], [3.44421, 1.98729, 10.70396], [2.93947, 0.73813, 11.72498], [3.65497, -8.07720, -1.92458], [6.96846, -7.94775, 0.63357], [-2.42551, 6.26828, 4.12418], [-5.27738, 4.34982, -7.48141], [0.12021, -2.81966, 3.90625], [7.56422, -7.49164, -0.85737], [-0.36679, -2.60029, 0.33183], [-0.72000, -1.82825, -2.24017], [1.18582, -3.28384, 2.61975], [-5.53014, 7.39357, -11.53812], [-7.02546, 4.50787, -9.31492], [5.75453, -10.42803, -3.51241]], "forces_ev_per_a": [[0.1, -0.4, 0.6], [0.4, 0.2, 0.3], [0.2, -0.8, -0.9], [0.1, 0.2, 0.7], [-1.0, 0.7, 0.5], [0.4, -0.1, 0.0], [0.1, -0.8, -0.2], [-0.3, 0.3, 0.4], [-0.1, 0.4, 1.4], [0.8, -0.1, -1.7], [-0.1, 0.2, -0.8], [-0.8, 0.2, -0.3], [-3.1, 0.6, -2.5], [2.1, 0.6, 1.9], [-0.7, 0.5, 1.0], [1.5, -0.8, -0.3], [0.8, 3.7, 0.1], [0.7, -0.1, 1.3], [-0.5, -0.9, 1.2], [1.7, -1.0, 0.5], [-0.6, -1.4, -0.6], [1.3, 0.4, -1.5], [-0.4, -0.4, 0.6], [0.7, 0.7, 0.8], [0.0, 1.3, -1.0], [1.4, -1.3, -1.0], [-1.0, -0.2, 0.1], [-0.7, 0.0, 0.0], [0.7, -3.2, 0.8], [0.1, 3.0, 0.1], [0.7, 1.2, 1.9], [0.0, -0.5, 1.7], [0.6, -0.3, 0.2], [-0.2, 0.3, 0.5], [-0.7, 0.3, -0.2], [-0.4, -1.2, 0.3], [0.7, -1.9, -0.8], [0.2, -0.5, -0.8], [-2.9, -0.2, 0.6], [-2.9, 0.0, -0.7], [0.7, -0.5, 0.2], [-0.9, -0.1, -1.4], [0.2, 0.2, -0.2], [0.1, -0.2, -0.3], [0.4, -0.6, 0.5], [0.8, 0.2, 0.1], [0.1, -0.2, -0.2], [-0.1, 0.5, -0.2], [1.2, 0.2, 0.2], [-0.1, -0.2, 0.1], [0.0, -0.4, -0.3], [0.9, 0.2, 0.0], [-0.1, -0.1, -0.3], [-0.6, 0.5, 0.0], [0.3, 0.0, -0.1], [0.3, 0.2, -0.4], [-0.1, 0.3, 0.0], [0.3, -0.2, 0.1], [-0.4, -0.2, -0.1], [0.0, -0.1, -0.1], [0.1, -0.2, 0.4], [-0.2, 0.4, -0.3], [-0.3, 0.1, 0.0], [0.0, 0.1, 0.1], [0.1, -0.8, -0.2], [-0.6, 0.4, -1.1], [0.0, 0.1, 0.1], [0.0, 0.2, -0.3], [0.0, 0.4, -0.2], [0.2, -0.1, 0.3], [0.4, -0.4, 0.1], [0.0, 0.3, 0.0], [-0.3, -0.1, 0.8], [-0.7, -0.7, -0.2], [-0.1, 0.0, 0.0], [0.1, 0.0, -0.7], [-0.2, 0.1, -0.3], [-0.5, -0.6, 0.3], [-0.2, -0.1, -0.3], [0.2, -0.4, -0.9], [0.3, 0.2, -0.6], [0.3, 0.3, 0.2], [-0.3, -0.1, 0.3], [0.6, 0.8, 0.6], [-0.2, -0.1, -0.2], [-0.2, 0.5, 0.1], [0.1, 0.5, -0.8], [-0.6, 0.3, -0.1], [0.2, 0.6, -0.1], [0.0, 0.0, 0.2], [-0.2, 0.4, 0.6], [0.1, 1.1, 0.6], [0.1, -0.2, 0.2], [-0.2, 0.1, 0.0], [-0.1, -0.1, 0.3], [0.4, -0.4, -0.6], [0.1, -0.1, 0.2], [-0.1, 0.5, 0.0], [-0.4, 0.2, -0.7], [0.6, -0.9, -0.4], [-0.4, 0.4, -0.2], [0.0, -0.9, 0.1], [0.3, -0.3, 0.2], [0.1, 0.0, -0.4], [-0.4, 0.7, 0.7]]}